Record 1
Computed, not measured: C28H24F5HfN4OS2Se as an isolated structure in a non-equilibrium geometry, with ωB97M-V/def2-TZVPD.

XYZ file:
```
66
Properties=species:S:1:pos:R:3:nbo_charge:R:1
C 2.4522 3.3014 -0.0771 -0.1048
C 0.2536 -0.3178 -2.7765 0.0811
Hf 0.4051 0.5515 0.1849 1.8390
C -1.3271 -3.5629 -1.3014 -0.2387
H -0.7691 0.0396 -2.5552 0.2553
H -1.8327 -1.8649 4.5598 0.2484
C 0.3624 -0.7333 -4.0268 -0.2364
H -1.2155 -1.6224 2.2229 0.2556
H 1.6920 -2.2097 0.8318 0.2300
C -5.0347 1.4647 1.3891 0.2609
H -0.4953 -0.5577 -4.6550 0.2414
S 2.0475 2.0710 -1.1627 -0.2034
H -3.3711 -4.2899 -1.1233 0.2266
C 4.2886 4.3981 -1.9109 -0.7746
C -0.2191 1.1447 4.6162 -0.2328
C 2.4401 -1.6895 -3.4771 -0.2434
H 3.7066 -3.0001 -0.3453 0.2453
H 3.6439 4.0884 -2.7384 0.2409
F -5.5779 0.0078 -1.9298 -0.2772
F -5.6291 1.5084 2.5576 -0.2720
N 1.2882 2.2337 1.5147 -0.3407
N 1.2006 -0.4348 -1.8524 -0.5651
C -0.9365 0.0782 5.0931 -0.1128
C -5.0040 0.6843 -0.9317 0.2631
Se -1.2483 2.4960 -0.1457 -0.0820
H 4.4943 -1.1571 -1.9123 0.2503
C -0.4096 -2.5527 -1.0142 -0.1353
F -6.8946 0.4221 0.3743 -0.2824
C 0.1479 1.2250 3.3169 0.2433
H -1.3308 0.1301 6.0971 0.2386
C -3.1168 -2.3267 -0.3221 -0.2078
H -2.5530 -0.4550 0.6378 0.2148
C 3.7139 -1.9312 -0.0697 -0.4442
N -0.2023 0.2476 2.4538 -0.5687
C -0.7892 -1.3942 -0.2140 -0.6374
H 2.9840 0.2317 0.4940 0.5185
H 4.7862 -1.7263 0.2729 0.2352
C 1.4201 -1.5012 -4.3852 -0.1005
H 4.7658 5.3710 -2.2001 0.2550
H -4.1507 -2.2848 -0.0755 0.2172
F -2.9619 0.7161 -2.1521 -0.3071
C -2.6357 -3.5156 -0.9458 -0.1975
H 3.6494 0.0237 -1.0378 0.2276
C -2.1759 -1.3707 0.1086 -0.2543
F -3.0161 2.4569 2.2666 -0.3018
N 2.1123 3.2572 1.1896 -0.3717
H 0.5620 -2.5910 -1.3789 0.1739
C 3.5746 -1.0312 -1.3410 -0.4606
C -1.2601 -0.9817 4.2280 -0.2210
O 2.3645 -0.1848 1.0689 -0.7876
C -3.6279 1.0280 -1.0107 0.3462
H 5.1280 3.7064 -1.7622 0.2296
C -5.6446 0.8523 0.2858 0.3217
C 2.6764 -1.7008 0.9966 -0.0711
C -3.0152 1.7709 0.0247 -0.3131
H -0.9626 -4.4764 -1.8038 0.2147
C -3.7222 1.9289 1.2429 0.3225
H 1.4890 -2.0042 -5.2963 0.2312
C 0.9407 2.3272 2.7844 0.0890
H 1.2526 3.2036 3.3913 0.2408
S 3.3334 4.7239 -0.4276 0.3995
C -0.7950 -0.8744 2.9294 0.0565
H 3.0797 -1.9202 2.0214 0.2259
C 2.3746 -1.1449 -2.2297 0.2376
H -0.0260 1.9477 5.2420 0.2319
H 3.3203 -2.2305 -3.8084 0.2370
```

Its total energy is -139338.3360 eV. The total charge is +1.

=====

Record 2
Computed, not measured: C28H24I2N4SbSn as an isolated structure in a non-equilibrium geometry, with ωB97M-V/def2-TZVPD.

XYZ file:
```
60
Properties=species:S:1:pos:R:3:nbo_charge:R:1
H 0.2470 4.2956 -2.0215 0.2338
H 4.3627 3.8270 0.1427 0.2173
H 3.3808 -2.8594 2.2273 0.2280
H 2.5949 0.9778 -4.2264 0.2479
C -2.5590 -1.3499 2.1450 -0.2819
H -0.5025 5.6632 -1.1585 0.2365
N 1.7383 -8.3724 1.9747 -0.2742
C 1.6031 -0.5213 0.3321 -0.6803
H -4.9444 1.8236 -1.4969 0.2278
H -1.6067 0.2492 4.9512 0.2371
N -0.0903 0.0974 -2.3083 -0.6043
H -0.0706 -6.0379 0.6262 0.2339
C 1.9697 1.0257 -3.3005 -0.6681
H 1.6885 -1.2546 -4.8285 0.2357
C -1.7297 3.9020 -1.3383 0.2308
C -0.0896 -2.1394 -3.9644 -0.1067
I 2.4287 4.6123 1.7596 0.1280
Sb -2.7667 -0.3331 -0.8835 0.9960
C 2.6635 -3.5629 1.8632 -0.1568
C -2.9461 4.5344 -1.6473 -0.2230
C 1.7696 -5.8015 1.7448 -0.1617
C -1.0683 -0.8223 -2.2210 -0.0485
H -0.0888 -3.6396 -0.1473 0.2168
H 3.4890 -5.2962 2.8358 0.2350
H 2.6817 0.8902 -2.4580 0.2564
I 4.1261 1.2652 1.0121 0.2208
H -1.9598 -2.5906 -2.9563 0.2369
C 1.6463 -1.7282 0.6198 -0.0694
C -2.4853 -1.0377 3.4901 -0.1146
C 2.7439 -4.9180 2.1678 -0.1581
H -5.0718 4.3250 -1.9255 0.2405
C -4.0518 2.4267 -1.5427 -0.2623
C 1.8088 -7.2203 1.9172 0.2597
C -4.1350 3.8076 -1.7101 -0.1427
H -2.9657 5.6237 -1.7636 0.2303
H 1.4655 2.0121 -3.2573 0.2409
C 1.6636 -3.1174 0.9790 -0.1106
H 4.9722 3.7281 1.8422 0.2346
C -2.0271 -0.5000 1.2135 -0.0336
C 4.1751 3.4415 1.1326 -0.6855
C -1.0952 -1.9369 -3.0056 -0.2767
N -1.2442 0.5080 1.6208 -0.5939
C 0.9302 -0.0472 -3.2486 0.2661
C 0.9043 -1.1686 -4.0782 -0.2322
C 0.7017 -4.0417 0.4879 -0.1871
Sn 0.3436 1.1982 -0.1705 1.3374
H -3.1054 -2.1877 1.7570 0.2331
C -0.0377 1.8595 3.2481 -0.6569
H -0.3897 2.8000 2.7874 0.2409
H 0.0232 2.0378 4.3224 0.2413
H 0.9570 1.6493 2.9015 0.2473
N -1.7323 2.5447 -1.1608 -0.5353
C -2.8519 1.8228 -1.2200 -0.0732
H -3.0878 -1.5853 4.2229 0.2414
C -0.9790 0.7580 2.9319 0.2469
H -0.0985 -3.0144 -4.5633 0.2373
C 0.7007 -5.3592 0.9258 -0.1411
H 0.0356 4.1681 -0.2878 0.2419
C -0.4154 4.5681 -1.1871 -0.6519
C -1.6192 0.0007 3.8954 -0.2273
```

Its total energy is -63946.7949 eV. The total charge is +1.

=====

Record 3
Computed, not measured: a 2-piece molecular cluster, C28H24N2O4 overall in a non-equilibrium geometry, with ωB97M-V/def2-TZVPD.

XYZ file:
```
58
Properties=species:S:1:pos:R:3:nbo_charge:R:1
C -2.3650 2.8898 2.0290 -0.1646
C -1.5952 -0.5019 -3.8655 -0.2090
H -1.9820 -0.0502 0.3697 0.2321
C -2.6687 -1.2908 -4.3200 -0.1929
C -4.2098 1.3959 2.5213 -0.2092
C 2.7136 -1.6552 -1.6901 -0.1190
C -0.5661 -1.1512 -3.2074 0.1094
H 2.1129 2.3246 -2.5821 0.2544
C -3.6380 0.4344 1.6801 -0.1590
H 0.0731 1.3502 -3.0111 0.2222
C -0.5664 2.2455 0.3320 -0.4226
C 0.8415 0.7168 -2.5718 0.3509
O 2.0145 0.1274 1.9970 -0.5496
C 0.6769 1.8446 0.9833 -0.4973
C -1.5915 -3.3301 -3.4994 -0.1954
C 1.0106 0.7725 4.1278 -0.6679
O 0.6235 -0.3792 0.3154 -0.7492
H -0.6304 1.7698 -0.6498 0.1808
H -1.5630 -4.4053 -3.3195 0.2251
H -1.8545 3.8446 2.1718 0.2348
H -3.5096 -0.8243 -4.8310 0.2311
H 3.2632 -0.7253 -1.5854 0.2200
H 2.9949 -5.0100 -1.0719 0.2273
H 4.2566 -2.8814 -0.8178 0.2308
H -0.4991 3.3324 0.2237 0.2413
C -0.5112 -2.5553 -3.0802 0.0185
H 4.3086 0.8141 3.1330 0.2219
N -6.4787 0.8878 3.7224 -0.3341
C 1.2280 2.7783 1.9436 0.7662
H 0.0353 1.0343 3.7129 0.2329
C -1.8202 1.9399 1.1610 0.0195
N 0.6162 -0.5880 -2.6692 -0.2677
C 1.2906 -4.0894 -2.0354 -0.2096
O 0.7963 3.8971 2.0907 -0.6534
C -2.4378 0.6995 1.0194 -0.2221
C 2.1618 0.9726 3.1596 0.5376
H -1.5468 0.5709 -4.0300 0.2208
C 3.4902 0.6236 3.8283 -0.6227
H 2.9071 0.7614 -2.9123 0.2539
O 2.2728 2.3365 2.7329 -0.5496
C 1.4540 -1.6632 -2.2463 0.0954
C -2.6745 -2.6854 -4.1103 -0.1891
C 3.2663 -2.8771 -1.2758 -0.2069
H 3.4955 -0.4261 4.1244 0.2156
C 2.5521 -4.0800 -1.4325 -0.1737
H -4.1383 -0.5267 1.5399 0.2204
C 0.7527 -2.8812 -2.4651 0.0177
C -3.5624 2.6262 2.6973 -0.1747
H -3.5378 -3.2725 -4.4320 0.2289
C 1.0817 0.4899 1.0614 0.7433
H -4.0056 3.3752 3.3591 0.2245
H 2.4754 1.2491 -1.2362 0.3098
H 0.9831 -0.2727 4.4406 0.2196
H 3.6232 1.2486 4.7144 0.2214
H 1.1795 1.3808 5.0193 0.2226
H 0.7001 -5.0008 -2.1584 0.2248
C 2.1641 1.2674 -2.2894 -0.7276
C -5.4630 1.1216 3.1848 0.2914
```

Its total energy is -40594.5992 eV. The total charge is 0.